<i>
Entry from the OMol25 dataset: a 2-piece molecular cluster, C4H8N overall (ωB97M-V/def2-TZVPD).

Structure (ORCA input):
```
! RIJCOSX wB97M-V def2-TZVPD def2/J DEFGRID3
* xyz 1 1
C 1.311 0.580 -0.485
C 1.258 -0.587 0.472
C -1.279 0.560 0.577
C 0.020 0.110 0.065
N -1.176 -0.350 -0.561
H 1.694 1.527 -0.133
H 1.521 0.384 -1.527
H 1.422 -1.582 0.081
H 1.617 -0.450 1.478
H -1.668 0.151 1.500
H -1.636 1.561 0.356
H -1.605 -1.802 -0.326
H -1.479 -0.103 -1.498
*
```

The LUMO energy is -5.677 eV. The HOMO energy is -16.034 eV.

Atomic partial charges in e from the Löwdin method, atoms 1 to 4: -0.012, -0.018, 0.009, -0.416

<ii>
Entry from the OMol25 dataset: an isolated ion of composition C4H8N and charge +1 (ωB97M-V/def2-TZVPD).

Structure (ORCA input):
```
! RIJCOSX wB97M-V def2-TZVPD def2/J DEFGRID3
* xyz 1 1
C -1.366 0.217 1.348
C -0.428 0.026 0.172
C -0.882 -0.192 -1.128
C 1.906 0.004 -0.466
N 0.854 0.248 0.491
H -1.032 -0.581 2.014
H -1.135 1.175 1.802
H -2.405 0.018 1.067
H -0.183 -0.259 -1.949
H -1.955 -0.270 -1.282
H 2.017 -1.094 -0.594
H 1.780 0.379 -1.488
H 2.827 0.330 0.010
*
```

The LUMO energy is -8.550 eV. The HOMO energy is -16.411 eV.

Atomic partial charges in e from the Löwdin method, atoms 1 to 4: -0.008, -0.335, 0.341, -0.053

<iii>
Entry from the OMol25 dataset: an isolated ion of composition C4H8N and charge +1 (ωB97M-V/def2-TZVPD).

Structure (ORCA input):
```
! RIJCOSX wB97M-V def2-TZVPD def2/J DEFGRID3
* xyz 1 1
C -0.371 -2.129 -0.893
C -0.126 -0.981 0.046
C 0.198 0.277 -0.249
N 0.280 1.185 0.840
C 0.318 2.455 0.723
H -0.173 -3.087 -0.426
H 0.100 -1.906 -1.845
H -1.456 -2.152 -1.067
H -0.324 -1.215 1.091
H 0.461 0.702 -1.205
H 0.433 0.785 1.759
H 0.099 3.197 1.482
H 0.561 2.869 -0.255
*
```

The LUMO energy is -5.474 eV. The HOMO energy is -14.591 eV. The structure (SMILES) is C=[NH+]/C=C/C.

Atomic partial charges in e from the Löwdin method, atoms 1 to 4: -0.047, -0.079, -0.074, 0.037

Stability ranking, top entry: <iii>; the second entry is 0.0903 hartree less favorable.